1.
ORCA calculation (ωB97M-V/def2-TZVPD) on one molecule with the formula C2H3NOS at a distorted geometry.

The highest occupied orbital energy (spin up / spin down) comes out at -8.393 / -8.395 eV. The LUMO energy (spin up / spin down) comes out at -1.01 / -1.01 eV. The HOMO-LUMO gap (spin up / spin down) comes out at 7.38 / 7.39 eV. As for the spin multiplicity: 1.

Each line ends with the natural charge from an NBO analysis.
Cartesian coordinates (Å):
C (-1.14339, -0.20028, -0.78414)  0.0940
C (0.60942, 0.36648, 0.55918)  -0.4075
N (0.09733, -0.39934, -0.53801)  -0.0335
O (1.07512, -0.99517, -1.21012)  -0.5431
S (-2.66295, -0.36820, -0.56514)  0.2183
H (-0.08495, 1.18269, 0.61765)  0.2041
H (0.49153, -0.27163, 1.56523)  0.2177
H (1.61789, 0.68546, 0.35536)  0.2500

Cartesian forces, eV/Å:
C 0.83 -1.12 0.08
C -1.17 -0.69 3.23
N 1.75 -0.46 -1.47
O -1.90 0.02 0.05
S -0.38 0.14 -0.29
H 0.14 0.90 0.71
H 0.57 1.32 -2.25
H 0.16 -0.11 -0.06



2.
ORCA calculation (ωB97M-V/def2-TZVPD) on a 2-piece molecular cluster, C2H3NOS overall at a distorted geometry.

The highest occupied orbital energy (spin up / spin down) comes out at -8.863 / -8.702 eV. The LUMO energy (spin up / spin down) comes out at -1.42 / -1.38 eV. The HOMO-LUMO gap (spin up / spin down) comes out at 7.44 / 7.32 eV. As for the spin multiplicity: 1.

Each line ends with the natural charge from an NBO analysis.
Cartesian coordinates (Å):
C (0.72784, -0.72903, -0.34648)  0.1452
C (0.59270, -0.44713, 1.18069)  -0.3320
N (0.19035, 0.34769, 0.10127)  -0.5730
O (-1.57804, 0.80154, -1.81332)  -0.7359
S (-1.09665, -0.41279, -2.56586)  0.7043
H (-0.23457, -0.80891, 1.94725)  0.1852
H (1.46871, -0.08481, 1.61391)  0.1699
H (-0.07034, 1.33344, -0.11746)  0.4362

Cartesian forces, eV/Å:
C -0.73 0.23 0.06
C -2.19 -0.71 1.89
N -0.15 1.42 -0.68
O 0.27 -0.95 -0.91
S -0.51 1.01 0.50
H 1.75 0.36 -1.97
H 1.42 0.07 1.20
H 0.13 -1.44 -0.08



3.
ORCA calculation (ωB97M-V/def2-TZVPD) on one molecule with the formula C2H3NOS at a distorted geometry.

The highest occupied orbital energy comes out at -8.277 eV. The LUMO energy comes out at 0.75 eV. The HOMO-LUMO gap comes out at 9.02 eV. The structure (SMILES) is C1=NSCO1. As for the spin multiplicity: 1.

Each line ends with the natural charge from an NBO analysis.
Cartesian coordinates (Å):
C (-1.25237, 0.06443, 0.38871)  0.3608
N (-0.89012, 1.30310, 0.11046)  -0.6440
S (0.66325, 1.51914, -0.30694)  0.4322
C (0.93205, -0.35247, -0.17263)  -0.2401
O (-0.42044, -0.99280, 0.03422)  -0.4850
H (-2.15098, -0.27809, 0.72059)  0.1857
H (1.76930, -0.68797, 0.37535)  0.1983
H (1.34930, -0.57534, -1.14978)  0.1921

Cartesian forces, eV/Å:
C 4.00 3.10 -2.86
N -3.35 -2.86 2.16
S 1.02 -1.62 0.13
C -0.72 0.34 -2.55
O 2.43 2.33 0.68
H -2.57 -0.39 0.86
H 0.10 -0.33 2.20
H -0.90 -0.57 -0.62



Energy values (in Eh) by entry order: -606.03315, -605.98151, -606.12027.
Energy relative to the best compared isomer or geometry (same formula, charge and spin) values (in kJ/mol) by entry order: 404.9, 540.5, 176.2.